DFT (the ωB97M-V functional and the def2-TZVPD basis) results for a cluster of 2 separate species, C9H14 in total at a distorted geometry.

The geometry in XYZ format:
```
23
Properties=species:S:1:pos:R:3:mulliken_charge:R:1
C 1.14807 1.01895 -1.64651 -1.3454
C -0.19841 1.04277 1.89510 -0.6668
C 0.58848 0.85284 0.79356 -0.0487
C -1.51738 1.51360 1.81069 -0.4973
C 0.25213 1.28545 -0.45816 0.6406
C -1.95046 1.94909 0.47966 -0.5359
C -1.06139 1.83947 -0.57405 -0.4835
H 0.17110 1.18405 2.93572 0.2768
H 1.48569 0.24987 0.99235 0.4953
H -2.17183 1.82981 2.57921 0.4051
H -2.93129 2.35302 0.36576 0.4050
H 2.18047 0.55455 -1.34990 0.2671
H 1.45095 1.92054 -2.18508 0.4234
H -1.35811 2.36526 -1.46987 0.3553
H 0.63349 0.48376 -2.47682 0.2878
C 0.74438 -2.37909 0.45062 -0.7684
C 0.07674 -2.66505 -0.92640 -0.8302
H 0.46727 -1.66971 1.22638 0.2387
H 0.69115 -3.32263 1.09131 0.3298
H 1.81785 -2.29188 0.28626 0.2541
H 0.67819 -2.79809 -1.76198 0.3384
H -0.67385 -3.51330 -0.84893 0.2758
H -0.52328 -1.80328 -1.20893 0.1831
```

Summary:
* frontier orbital gap: 10.01 eV
* highest occupied orbital energy: -0.3294 Eh
* energy relative to the best compared isomer or geometry (same formula, charge and spin): 1.6375 eV
* SMILES: Cc1ccccc1.CC
* LUMO: 1.0 eV